Entry from the OMol25 dataset: 7 unconnected molecules or ions with the total composition C40H92N2O9S3 at a distorted geometry (ωB97M-V/def2-TZVPD).

The geometry in XYZ format:
```
146
Properties=species:S:1:pos:R:3:lowdin_charge:R:1
C 5.33 -1.52 1.60 -0.0955
C 4.22 -1.99 2.56 -0.2537
C 3.48 -0.88 3.31 -0.2206
C 3.00 0.29 2.46 -0.2240
C 2.17 -0.14 1.26 -0.2177
C 1.74 1.02 0.37 -0.1905
C 1.20 0.58 -0.99 -0.2000
C 2.35 0.25 -1.94 -0.1881
N 2.02 -0.64 -3.07 -0.1657
C 3.16 -1.51 -3.42 -0.1870
C 3.26 -2.79 -2.58 -0.1632
C 1.92 -3.51 -2.37 -0.1834
C 1.76 -4.26 -1.04 -0.1853
C 0.72 -3.64 -0.10 -0.2169
C -0.66 -4.29 -0.11 -0.2049
C -1.47 -3.91 1.14 -0.2575
C -2.87 -3.40 0.79 -0.1072
C 1.29 -0.16 -4.13 -1.0935
S 0.86 -1.08 -5.41 0.6557
S 0.75 1.54 -4.08 0.8849
C 2.33 2.32 -4.49 -0.4504
C 2.25 3.82 -4.17 -0.2411
C 3.57 4.29 -3.60 -0.2508
O 3.60 5.73 -3.41 -0.3205
S 2.94 6.24 -2.03 0.9204
O 3.61 7.47 -1.67 -0.3805
O 1.52 6.66 -2.75 -0.3307
C 0.89 7.84 -2.28 -0.2371
C 0.53 7.81 -0.83 -0.2297
N 0.52 6.73 -0.18 0.1094
H 5.17 -1.91 0.59 0.0564
H 5.38 -0.44 1.52 0.0616
H 6.31 -1.86 1.92 0.0664
H 4.64 -2.69 3.29 0.1002
H 3.48 -2.56 1.99 0.0844
H 2.61 -1.32 3.80 0.1086
H 4.12 -0.49 4.12 0.1079
H 3.85 0.89 2.10 0.1007
H 2.40 0.96 3.08 0.1143
H 1.28 -0.67 1.61 0.1221
H 2.73 -0.86 0.66 0.0940
H 2.60 1.69 0.22 0.1166
H 0.97 1.60 0.89 0.1136
H 0.59 -0.32 -0.87 0.0997
H 0.57 1.36 -1.41 0.0613
H 2.84 1.16 -2.29 0.0968
H 3.09 -0.30 -1.36 0.1128
H 4.07 -0.91 -3.27 0.1224
H 3.10 -1.76 -4.47 0.0703
H 3.95 -3.46 -3.09 0.1140
H 3.71 -2.56 -1.60 0.0902
H 1.10 -2.78 -2.47 0.0981
H 1.76 -4.22 -3.19 0.1049
H 1.48 -5.30 -1.23 0.0906
H 2.72 -4.30 -0.51 0.0997
H 1.09 -3.63 0.93 0.0996
H 0.59 -2.59 -0.37 0.0926
H -0.57 -5.37 -0.19 0.1041
H -1.22 -3.95 -0.99 0.1121
H -1.54 -4.76 1.82 0.1009
H -0.95 -3.11 1.68 0.0937
H -2.78 -2.64 0.01 0.0605
H -3.36 -2.92 1.64 0.0439
H -3.52 -4.19 0.43 0.0768
H 3.15 1.85 -3.95 0.0661
H 2.51 2.16 -5.55 0.0872
H 1.47 4.00 -3.42 0.0927
H 1.98 4.41 -5.04 0.1258
H 4.39 4.08 -4.28 0.1210
H 3.77 3.80 -2.64 0.1129
H -0.03 7.91 -2.87 0.1319
H 1.48 8.73 -2.50 0.1177
H 0.29 8.78 -0.39 0.1185
H 0.26 6.88 0.79 0.0577
C -6.13 0.74 2.66 -0.0625
C -6.35 -0.71 2.28 -0.4855
C -7.43 -1.37 3.13 -0.0495
O -5.12 -1.43 2.37 -0.0596
H -5.79 0.79 3.70 0.0550
H -5.38 1.20 2.03 0.0704
H -7.06 1.32 2.58 0.0843
H -6.63 -0.77 1.22 0.1358
H -7.13 -1.34 4.18 0.0563
H -7.57 -2.41 2.83 0.0811
H -8.38 -0.85 3.02 0.0818
H -4.85 -1.41 3.30 0.0831
C 0.24 -8.91 -4.63 -0.0628
C 0.86 -7.87 -3.71 -0.5080
C 2.19 -8.34 -3.15 -0.0610
O -0.04 -7.53 -2.65 -0.0580
H 0.05 -9.84 -4.08 0.0803
H -0.71 -8.55 -5.03 0.0794
H 0.90 -9.14 -5.47 0.0789
H 1.00 -6.94 -4.25 0.1340
H 2.05 -9.25 -2.56 0.0811
H 2.62 -7.58 -2.50 0.0711
H 2.90 -8.55 -3.95 0.0793
H -0.21 -8.33 -2.14 0.0865
C 7.31 2.75 -5.80 -0.0609
C 7.29 2.28 -4.36 -0.5095
C 8.68 2.31 -3.73 -0.0595
O 6.71 0.98 -4.26 -0.0599
H 7.94 2.10 -6.41 0.0821
H 6.30 2.73 -6.23 0.0744
H 7.70 3.77 -5.88 0.0817
H 6.62 2.92 -3.78 0.1236
H 9.35 1.64 -4.28 0.0818
H 8.63 1.97 -2.70 0.0798
H 9.10 3.31 -3.76 0.0812
H 7.26 0.37 -4.76 0.0863
C -6.35 1.07 7.69 -0.0512
C -6.57 -0.11 6.76 -0.4981
C -6.87 -1.39 7.52 -0.0580
O -5.44 -0.28 5.90 -0.0742
H -5.48 0.88 8.32 0.0872
H -6.14 1.98 7.12 0.0574
H -7.21 1.25 8.34 0.0826
H -7.41 0.11 6.08 0.1315
H -6.02 -1.65 8.16 0.0824
H -7.03 -2.22 6.83 0.0761
H -7.75 -1.28 8.14 0.0813
H -4.68 -0.47 6.46 0.0917
C -5.27 3.83 4.39 -0.0607
C -4.57 4.39 5.62 -0.5007
C -3.46 5.36 5.26 -0.0623
O -4.07 3.34 6.44 -0.0608
H -4.56 3.24 3.79 0.0791
H -6.08 3.16 4.68 0.0696
H -5.67 4.62 3.76 0.0829
H -5.31 4.91 6.23 0.1375
H -2.69 4.84 4.67 0.0812
H -2.99 5.75 6.16 0.0787
H -3.83 6.19 4.67 0.0789
H -3.38 2.88 5.95 0.0893
C -3.75 1.00 -2.41 -0.0528
C -3.05 0.53 -1.14 -0.4918
C -2.59 1.69 -0.28 -0.0562
O -1.96 -0.33 -1.45 -0.0638
H -3.06 1.59 -3.02 0.0791
H -4.08 0.14 -3.00 0.0813
H -4.62 1.61 -2.17 0.0786
H -3.73 -0.10 -0.56 0.1319
H -1.87 2.31 -0.83 0.0780
H -2.11 1.32 0.63 0.0773
H -3.43 2.33 0.01 0.0736
H -1.32 0.18 -1.97 0.0526
```

Results
Energy   -96884.09473 eV
Energy above the lowest of the compared OMol25 structures with the same formula, charge and spin   0.000 eV
Gap between HOMO and LUMO   8.22 eV
HOMO   -7.87 eV

***

Entry from the OMol25 dataset: 2 unconnected molecules or ions with the total composition C5H11N2 at a distorted geometry (ωB97M-V/def2-TZVPD).

The geometry in XYZ format:
```
18
Properties=species:S:1:pos:R:3:lowdin_charge:R:1
C -1.70 -1.28 0.22 -0.1048
C -0.91 2.29 0.21 0.0424
C -1.58 -0.10 -0.66 -0.2040
C -1.09 1.03 -0.17 -0.1524
C 2.18 -0.16 -0.08 -0.2085
N 1.55 -0.01 1.03 0.2135
N 1.60 -0.27 -1.21 0.1782
H -1.11 -1.25 1.20 0.0971
H -2.69 -1.59 0.35 0.0625
H -1.52 2.83 0.93 0.0780
H -0.01 2.86 -0.11 0.0737
H -2.24 -0.13 -1.57 0.1445
H -1.19 -2.12 -0.35 0.0991
H 3.23 -0.18 -0.20 0.1529
H 1.99 0.24 1.92 0.1639
H 0.59 -0.28 1.03 0.0691
H 2.14 -0.15 -2.08 0.1510
H 0.51 -0.17 -1.33 0.1439
```

Results
Total charge   +1
Energy   -8334.90040 eV
Energy above the lowest of the compared OMol25 structures with the same formula, charge and spin   2.219 eV
Gap between HOMO and LUMO   9.81 eV
HOMO   -13.13 eV

***

Look up the energy above the lowest of the compared OMol25 structures with the same formula, charge and spin of the first one. 0.000 eV

***

Which value of energy above the lowest of the compared OMol25 structures with the same formula, charge and spin does entry 2 give? 2.219 eV

***

Which of these has the lowest gap between HOMO and LUMO? C40H92N2O9S3